(1)
Below is C18H40OP2PtSi as an isolated structure, with properties calculated with wB97M-V/def2-TZVPD.

Values from the calculation:
Energy relative to the best compared isomer or geometry (same formula, charge and spin) ... 349.06 kJ/mol
Net charge ... +2
Expectation value of S² ... 6.018
HOMO-LUMO gap (alpha / beta) ... 7.05 / 5.84 eV
Multiplicity ... 5

XYZ file:
```
63
Properties=species:S:1:pos:R:3:forces:R:3
P 0.0386 -1.5171 -0.6264 0.11 2.99 -4.25
P 0.2422 1.5726 -2.5127 2.28 1.79 -4.09
C -0.3642 -1.2828 -2.4844 -0.23 0.02 0.24
C 0.2289 -0.1241 -3.2645 0.19 0.12 -0.15
H -1.4617 -1.2390 -2.5936 0.52 0.07 0.14
H -0.0365 -2.2269 -2.9557 -0.29 0.32 0.15
H 1.2535 -0.3410 -3.6028 -0.18 0.15 0.20
H -0.3975 0.0094 -4.1658 0.54 -0.16 0.28
C -0.9901 2.3151 -3.7752 -1.14 0.42 0.29
H -1.3353 3.3110 -3.4839 0.03 -0.29 -0.09
H -1.8705 1.6786 -3.9217 0.19 0.08 0.21
H -0.4833 2.4180 -4.7450 0.14 -0.34 0.52
C 1.6733 2.4163 -3.3155 0.16 -0.19 -0.48
H 1.4449 2.6310 -4.3636 0.32 -0.08 0.25
H 2.5776 1.7982 -3.2606 -0.13 0.17 0.02
H 1.8604 3.3690 -2.8059 0.01 -0.30 -0.24
C -1.7145 -2.5664 -0.7203 -0.39 -0.95 1.00
H -1.9648 -3.3948 -0.0095 -0.52 0.62 -0.28
H -1.7497 -3.0306 -1.7115 0.30 0.30 0.35
H -2.4753 -1.7830 -0.6105 0.38 -0.20 0.15
C 1.7208 -2.2974 -0.9158 0.08 0.26 0.20
H 2.4691 -1.5115 -0.7872 0.10 -0.20 0.12
H 1.7974 -2.7565 -1.9055 -0.15 0.15 0.21
H 1.9182 -3.0936 -0.1670 0.65 0.21 -0.18
Pt 0.0098 -3.2734 0.7151 -1.22 -0.37 2.58
C -0.3224 3.4841 -1.2616 2.10 1.58 0.26
C -1.6513 3.1527 -1.0523 -3.09 -0.07 0.10
C -2.1237 1.7539 -0.9396 -0.37 -0.33 0.66
C -1.3140 0.9470 0.1113 -1.78 0.12 0.30
C 0.1310 0.6396 -0.0765 1.28 -3.73 1.80
C 1.1470 1.3482 -0.9499 -0.57 -1.26 1.37
C 1.7431 2.5877 -0.2506 -0.15 -0.43 -0.24
C 0.6009 3.5734 -0.0573 -0.24 0.38 0.23
C 0.8893 -4.7887 1.7317 0.81 -1.14 0.50
H -0.0447 4.1697 -2.0772 -0.14 -0.35 0.19
H -2.4195 3.9167 -0.8824 0.46 0.02 0.07
H -2.1885 1.2204 -1.9114 0.04 0.14 0.35
H -3.1564 1.8029 -0.5554 0.33 -0.28 -0.25
H -1.4415 1.4346 1.0946 0.13 -0.02 -0.42
H -1.8566 -0.0086 0.2338 0.22 0.54 0.20
H 0.5715 0.4311 0.9124 -0.18 0.22 -0.20
H 1.9700 0.6511 -1.1934 -0.35 0.17 -0.17
H 2.5457 3.0196 -0.8566 -0.11 -0.23 0.16
H 2.1644 2.2839 0.7222 -0.07 0.05 -0.41
H 0.0755 3.3525 0.8857 -0.02 0.04 -0.43
H 0.9844 4.5923 0.0339 -0.01 -0.02 -0.02
H 1.6766 -4.3733 2.3850 -0.29 -0.28 -0.34
H 1.3025 -5.5551 1.0463 -0.12 0.44 0.35
H 0.0869 -5.2486 2.3376 0.25 0.31 -0.23
C 1.5079 -1.8274 4.1769 0.04 0.03 -0.32
Si -0.2348 -1.3273 3.6223 0.52 0.91 2.67
C -1.4147 -1.9357 4.9678 -0.30 -0.18 -0.49
C -0.3808 0.5668 3.7244 0.19 -0.06 -0.31
O -0.6493 -1.8321 2.1404 -0.38 -0.91 -2.01
H 1.5208 -2.2441 5.1939 -0.15 0.11 -0.30
H 2.1934 -0.9719 4.1764 -0.09 -0.10 -0.04
H 1.9360 -2.5828 3.5107 0.06 0.05 0.11
H -1.0860 -1.6659 5.9828 0.11 0.03 -0.41
H -2.4163 -1.5079 4.8214 0.17 -0.14 0.05
H -1.5107 -3.0254 4.9323 -0.05 0.05 0.07
H 0.4558 1.0885 3.2314 -0.12 -0.06 0.17
H -1.3141 0.9485 3.2866 0.10 -0.14 0.21
H -0.3683 0.8486 4.7917 0.02 -0.06 -0.41
```
Forces are in eV/Å.


(2)
Below is a 12-piece molecular cluster, C54H127N5O12 overall, with properties calculated with wB97M-V/def2-TZVPD.

Values from the calculation:
HOMO-LUMO gap ... 8.28 eV
SMILES string ... CC1(C)CCCC(C)(C)N1O.CC1(C)CCCC(C)(C)N1O.CC1(C)CCCC(C)(C)N1O.CC1(C)CCCC(C)(C)N1O.CC1(C)CCCC(C)(C)N1O.CCO.CCO.CO.CO.CO.CO.CO

XYZ file:
```
198
Properties=species:S:1:pos:R:3:forces:R:3
C 0.9565 -11.2454 -4.9632 -1.17 -0.21 -0.02
C 0.3860 -9.8370 -5.1365 -1.35 0.72 0.89
C 0.4747 -9.1462 -3.7247 -0.25 0.76 -0.13
C 0.3073 -7.6431 -3.7454 0.66 1.56 -1.10
C 1.3394 -7.0327 -4.6840 -0.68 -1.05 0.68
C 1.1755 -7.6122 -6.0787 -0.15 0.57 -2.55
N 1.2479 -9.1054 -6.0885 0.01 2.25 3.41
O 1.3252 -9.6321 -7.3557 0.03 -0.56 -0.47
C -0.1033 -7.0826 -6.8840 -0.44 -0.27 0.86
C 2.3491 -6.9864 -6.8467 0.74 0.12 -0.95
C -1.1630 -9.9185 -5.5225 1.13 -0.26 -0.39
H 0.2004 -11.8280 -4.4369 0.10 -0.03 0.43
H 1.8652 -11.2259 -4.3616 0.13 -0.12 -0.39
H 1.0257 -11.7934 -5.9029 0.53 0.25 -0.14
H -0.3657 -9.3710 -3.0679 0.20 -1.40 -0.05
H 1.4402 -9.3929 -3.2832 -0.08 -0.09 0.26
H 0.4369 -7.0731 -2.8254 -0.15 -0.80 0.65
H -0.6777 -7.3500 -4.1089 -0.27 -0.19 -0.04
H 2.3146 -7.3292 -4.2975 0.24 -0.14 -0.15
H 1.3433 -5.9447 -4.6185 -0.26 0.06 -0.61
H -1.0189 -7.6661 -6.7878 0.21 -0.32 0.54
H -0.3881 -6.0990 -6.5102 0.22 0.25 -0.12
H -0.0242 -7.0398 -7.9703 0.81 0.11 0.05
H 2.6110 -7.4347 -7.8051 -0.41 -0.42 -0.03
H 2.1036 -5.9611 -7.1234 -0.21 0.13 0.22
H 3.3021 -6.9138 -6.3226 -0.11 -0.28 0.50
H -1.8006 -9.0430 -5.3994 0.62 0.42 -0.02
H -1.6916 -10.6662 -4.9312 0.35 -0.40 -0.14
H -1.1276 -10.1835 -6.5792 -0.59 -0.20 -0.07
H 2.1933 -10.0181 -7.2179 0.15 -0.43 -1.10
C -2.5134 1.1959 -2.8768 -1.37 -1.37 -0.63
C -1.6327 2.0457 -2.0622 1.28 0.11 1.92
C -1.6648 1.5060 -0.5407 -0.39 -0.20 -0.31
C -0.9112 0.2362 -0.1594 2.62 1.22 -1.24
C 0.5484 0.6375 -0.6660 -0.35 -0.36 -0.17
C 0.6736 0.8637 -2.2126 0.50 0.86 0.40
N -0.2186 2.0330 -2.5355 0.92 0.83 1.20
O -0.0230 2.5246 -3.8683 -1.04 -1.54 -0.24
C 2.1705 1.3251 -2.5304 -1.76 -0.28 0.52
C 0.3953 -0.4054 -2.9784 -0.51 -0.44 -0.25
C -2.2001 3.4835 -1.9828 -0.08 0.02 -0.12
H -3.5420 1.2686 -2.5236 -0.30 0.68 -0.43
H -2.3961 0.1250 -2.7107 0.77 -0.08 -0.12
H -2.3995 1.3964 -3.9422 -0.30 0.06 0.01
H -1.2235 2.2850 0.0810 -0.29 0.16 0.04
H -2.6818 1.2966 -0.2093 -0.47 0.79 -0.39
H -1.2674 -0.7150 -0.5550 -0.05 0.19 -0.41
H -0.8766 0.1013 0.9217 -0.10 0.23 0.06
H 1.3332 -0.0062 -0.2686 0.04 -0.48 -0.44
H 0.8259 1.6126 -0.2656 -0.38 0.13 0.38
H 2.8199 0.4515 -2.4737 0.09 0.15 -0.02
H 2.2099 1.7943 -3.5135 0.10 -0.22 0.07
H 2.4350 2.0600 -1.7702 0.24 0.02 -0.05
H -0.5252 -0.9288 -2.7201 -0.22 0.37 0.18
H 0.3159 -0.1603 -4.0375 0.38 -0.32 -0.14
H 1.1589 -1.1447 -2.7364 0.33 0.09 -0.45
H -3.2144 3.3989 -1.5927 -0.17 0.02 -0.21
H -2.2300 4.0032 -2.9404 -0.13 -0.33 -0.27
H -1.7182 4.1982 -1.3157 0.57 -0.46 0.21
H 0.2804 3.4353 -3.8820 0.11 0.20 0.89
C -0.1557 2.7755 5.9331 1.13 -0.72 0.40
C 0.7817 2.1575 7.0298 -0.12 -0.04 0.16
C 0.3402 2.7062 8.4382 -1.57 -0.40 -0.67
C 0.8872 1.9627 9.6354 0.51 0.48 -0.45
C 0.4488 0.5211 9.5092 0.96 0.97 -0.19
C 0.9585 -0.1129 8.1994 -2.37 -0.41 -0.69
N 0.6540 0.6590 6.9722 -1.58 1.58 1.43
O 1.2253 0.0872 5.8032 0.13 0.30 0.61
C 2.3827 -0.4624 8.2679 2.85 -0.99 1.84
C 0.1063 -1.4073 8.1019 0.34 -0.86 -0.84
C 2.2087 2.5938 6.8340 1.02 0.31 -0.73
H -0.4965 3.7569 6.2629 -0.22 -0.09 -0.17
H -0.9538 2.0670 5.7113 -0.27 0.31 0.31
H 0.4095 2.8778 5.0067 0.02 0.18 -0.05
H 0.4316 3.7902 8.5073 0.80 0.05 -0.29
H -0.7474 2.6359 8.4566 -0.38 -0.40 0.06
H 0.5652 2.4012 10.5799 -0.12 0.09 -0.04
H 1.9674 2.0978 9.5804 0.25 -0.38 0.36
H -0.6363 0.5334 9.6116 -0.06 -0.42 -0.27
H 0.8958 -0.0861 10.2964 -0.29 -0.06 0.13
H 2.7625 -1.2702 7.6423 -0.43 0.22 -0.45
H 3.1626 0.2982 8.3040 -0.51 0.71 -0.91
H 2.6209 -0.8142 9.2717 -0.44 -0.70 0.38
H 0.6478 -2.0255 7.3859 -0.11 -0.65 0.22
H -0.0993 -1.9435 9.0283 0.87 -0.01 0.26
H -0.9073 -1.3593 7.7038 0.01 1.05 -0.26
H 2.6345 2.2191 5.9032 -0.10 -0.30 -0.06
H 2.8724 2.2664 7.6343 -0.11 0.09 0.03
H 2.3014 3.6755 6.7361 -0.20 0.17 0.24
H 0.4718 -0.4166 5.4869 0.02 -0.07 -0.36
C -1.1385 8.8508 4.0269 0.66 0.11 -0.49
C -2.5130 9.5456 3.7526 -0.05 -1.71 0.70
C -2.4320 11.0272 4.1452 -1.29 -1.18 0.94
C -1.6765 11.8601 3.2033 1.52 0.07 -1.49
C -2.1142 11.5664 1.7276 0.33 -0.32 0.85
C -2.1080 10.0366 1.2837 -0.14 2.91 -0.97
N -2.9511 9.4027 2.3398 0.61 1.47 -0.44
O -3.0486 8.0707 2.0440 0.32 -2.29 -0.23
C -2.8779 10.0382 -0.1031 -0.31 -1.18 1.06
C -0.6204 9.5554 0.9501 -0.65 -0.46 1.67
C -3.5466 8.8550 4.7224 0.33 0.76 -0.44
H -0.9967 8.2079 4.8956 -0.82 0.27 0.45
H -0.3894 9.6346 4.1399 0.29 -0.11 -0.20
H -0.8183 8.1703 3.2380 -0.18 0.32 -0.33
H -3.4544 11.3774 4.2872 -0.17 0.16 -0.18
H -1.9861 11.0229 5.1398 0.08 0.21 0.12
H -0.6233 11.6409 3.3788 0.34 -0.15 -0.42
H -1.7236 12.9175 3.4636 -0.41 0.12 -0.25
H -1.5442 12.1220 0.9830 0.12 0.15 0.16
H -3.1356 11.9471 1.7312 -0.24 -0.24 -0.56
H -2.9631 8.9970 -0.4143 0.33 -0.11 -0.34
H -3.9239 10.3381 -0.0409 0.02 0.41 0.46
H -2.4148 10.6200 -0.9001 0.34 -0.02 0.31
H -0.1616 9.8373 0.0024 -0.76 0.30 -0.20
H 0.0703 9.9080 1.7160 -0.03 0.15 0.13
H -0.5604 8.4696 1.0254 -0.16 -0.11 -0.21
H -3.0553 8.8947 5.6946 -0.27 -0.02 0.16
H -3.8197 7.8177 4.5287 0.44 0.03 -0.35
H -4.4787 9.4181 4.7708 -0.03 0.13 -0.03
H -3.9479 7.8764 1.7701 -0.26 0.29 0.06
C 1.8566 -7.1107 6.0534 -0.29 -0.71 1.44
C 2.5732 -7.5628 4.7714 1.77 1.44 2.47
C 1.6348 -8.5843 4.0838 0.66 0.62 -1.09
C 2.1118 -8.9408 2.6108 -0.83 -1.57 3.86
C 2.2224 -7.7026 1.8424 0.37 -0.30 -0.43
C 3.0394 -6.5497 2.5510 -0.31 0.41 -1.67
N 2.6989 -6.3109 3.9855 -2.09 -1.52 -2.72
O 3.3357 -5.1824 4.5190 1.28 -1.06 0.33
C 4.5391 -6.7670 2.3045 1.07 0.19 0.32
C 2.5961 -5.3222 1.7435 1.08 0.83 0.44
C 4.0116 -8.1378 5.2361 -1.22 -0.53 -0.73
H 0.9188 -6.5781 5.8957 0.05 -0.02 -0.33
H 2.3975 -6.5889 6.8429 0.73 0.81 -0.78
H 1.6391 -7.9623 6.6981 -0.50 -0.69 -0.45
H 1.4038 -9.4347 4.7254 0.76 -0.22 0.07
H 0.6654 -8.0861 4.0717 -0.15 0.23 -0.55
H 1.4376 -9.7226 2.2611 -0.33 0.38 -0.58
H 3.0519 -9.4894 2.6692 0.37 0.24 0.18
H 1.2354 -7.4437 1.4591 -0.06 0.70 0.42
H 2.7308 -8.1032 0.9654 0.54 1.10 -0.50
H 4.9466 -7.7380 2.5859 -0.37 -0.18 0.23
H 4.9215 -6.6067 1.2965 -0.75 -0.07 -0.45
H 5.1348 -6.0321 2.8460 -0.20 0.09 0.47
H 2.9046 -5.3587 0.6987 -0.40 -0.56 -0.15
H 1.5325 -5.1147 1.8611 0.08 -0.03 -0.07
H 3.1936 -4.4783 2.0882 -0.29 0.36 0.31
H 3.9009 -8.5436 6.2417 0.15 0.08 0.05
H 4.8551 -7.4489 5.1927 -0.46 0.44 0.15
H 4.3162 -8.9711 4.6029 -0.10 -0.15 -0.11
H 2.6881 -4.4873 4.6571 -0.55 -0.31 -0.14
C -0.2364 6.9900 -6.3323 -0.02 0.11 0.75
C 0.5753 7.5610 -5.1573 0.30 -0.27 -0.26
O 1.4947 6.5485 -4.7174 -0.51 -0.24 -0.22
H -0.8391 7.7648 -6.8062 0.29 0.15 -0.17
H -0.9722 6.2788 -5.9571 0.14 -0.22 0.11
H 0.3997 6.4684 -7.0474 0.01 0.24 -0.03
H -0.0975 7.8775 -4.3602 -0.13 -0.18 0.21
H 1.1441 8.4519 -5.4232 0.01 0.07 -0.38
H 2.1005 6.8750 -4.0479 -0.12 0.26 0.05
C 7.2938 -3.9207 -3.1410 -0.18 -0.95 -1.48
C 6.6814 -3.0863 -4.2793 -0.96 -0.93 1.56
O 6.8457 -1.7456 -3.9383 0.17 1.34 -0.89
H 6.6867 -4.8248 -3.0953 0.36 -0.40 0.21
H 7.2973 -3.4782 -2.1449 0.04 0.34 -0.35
H 8.2879 -4.1598 -3.5189 0.24 -0.24 0.82
H 5.6260 -3.3454 -4.3638 -0.38 0.19 0.09
H 7.0525 -3.3875 -5.2589 0.65 0.61 0.06
H 6.1087 -1.4909 -3.3784 0.06 0.04 -0.02
C -5.8187 -3.3129 -4.2152 -0.26 0.16 -0.42
O -6.6793 -4.1694 -4.9681 -0.29 -0.24 0.83
H -4.8467 -3.3241 -4.7084 0.16 0.48 0.42
H -6.2515 -2.3203 -4.0910 0.14 0.40 -0.76
H -5.7371 -3.5764 -3.1606 0.07 -1.04 -0.21
H -6.4815 -4.1226 -5.9064 0.19 0.28 0.13
C -8.3400 5.8390 1.1843 0.64 -0.17 -0.68
O -7.1389 6.3692 0.6283 0.35 0.16 0.07
H -8.1147 5.4776 2.1877 -0.22 0.28 0.01
H -9.1037 6.6155 1.1407 -0.30 -0.28 0.37
H -8.5903 4.9809 0.5606 -0.63 -0.13 0.27
H -7.2432 6.3076 -0.3240 0.20 0.15 -0.03
C 4.0576 5.6642 0.8984 -1.04 0.17 -1.08
O 3.6454 5.7759 -0.4830 0.47 0.24 -0.10
H 3.7841 6.5950 1.3953 -0.15 -0.16 0.16
H 3.4186 4.8302 1.1884 0.72 0.03 1.39
H 5.1359 5.5435 1.0031 -0.08 -0.46 -0.02
H 3.2675 4.9169 -0.6853 0.05 0.18 -0.38
C -5.3072 4.8177 -6.3489 0.29 -0.18 -0.13
O -6.6276 5.0856 -6.7112 -1.24 0.39 0.12
H -4.8410 4.2117 -7.1258 0.31 -0.30 0.24
H -4.6794 5.6934 -6.1841 -0.10 0.31 -0.04
H -5.3893 4.2942 -5.3964 0.30 -0.22 -0.18
H -6.7323 5.5949 -7.5182 0.44 -0.01 0.00
C -3.5426 -1.2778 -9.1416 0.46 2.59 1.39
O -4.4881 -2.1950 -8.7241 -0.10 -1.66 -0.82
H -2.5346 -1.6907 -9.1035 0.12 0.08 -0.36
H -3.7858 -0.7587 -10.0687 0.14 -0.34 -0.38
H -3.6036 -0.5144 -8.3659 0.50 0.44 -0.11
H -4.1272 -2.9208 -9.2385 -1.13 -1.13 0.32
```
Forces are in eV/Å.


(3)
Below is a 2-piece molecular cluster, C21H42BBrFN2O3P2 overall, with properties calculated with wB97M-V/def2-TZVPD.

Values from the calculation:
Energy relative to the best compared isomer or geometry (same formula, charge and spin) ... 27.68 kJ/mol
Net charge ... +1
HOMO-LUMO gap ... 9.65 eV

XYZ file:
```
73
Properties=species:S:1:pos:R:3:forces:R:3
N -4.1730 -1.5525 2.7535 0.59 -0.94 0.79
C -3.5122 -2.2395 3.4116 -0.63 1.42 -0.92
C -2.5433 -2.9789 4.2032 -1.01 0.11 0.06
P -3.3889 -4.3165 5.2233 0.46 -0.81 0.54
O -4.8442 -4.3643 4.5063 0.45 0.55 0.18
Br -3.6588 -3.2318 7.1718 -0.07 0.14 -0.47
C -1.4688 -3.5629 3.2951 0.06 -0.80 0.06
F -0.8734 -2.5119 2.6339 0.41 0.75 -0.27
C -2.0775 -4.4152 2.2650 -0.59 -1.00 -1.39
N -2.4731 -5.1213 1.4378 0.34 0.80 0.97
C -0.4112 -4.3847 4.0084 -0.55 0.45 0.53
B 0.3216 -3.6694 5.2223 0.09 0.08 -0.08
O 0.6827 -4.4604 6.2529 0.40 -0.46 -0.23
O 0.6302 -2.3347 5.3061 -0.17 -0.08 0.24
H -2.1046 -2.2739 4.8969 0.24 0.07 0.28
H -5.1774 -5.2412 4.7104 -0.52 -0.31 -0.17
H 0.2720 -4.7568 3.2563 0.37 0.00 -0.11
H -0.9161 -5.2549 4.4114 -0.01 -0.34 0.09
H 1.3149 -4.0167 6.8224 -0.02 0.10 0.45
H 0.0148 -1.7659 4.8494 0.17 0.32 -0.51
C 1.2471 5.3984 -2.6227 -0.04 -0.06 -0.04
C 0.1753 4.4040 -3.0601 0.10 0.15 0.09
C -0.6592 3.8780 -1.8913 -0.05 -0.19 -0.46
C 0.0301 2.8358 -0.9960 0.05 0.58 0.45
P 0.1285 1.1405 -1.5877 -0.45 -0.22 -0.10
C -1.5420 0.6840 -2.1140 -0.32 0.06 -0.29
C -2.7346 0.8945 -1.1695 -0.03 0.01 0.30
C -2.8737 -0.0569 0.0229 0.12 -0.07 0.04
C -2.7535 -1.5381 -0.3156 0.02 0.09 -0.01
C 0.5236 0.0595 -0.2093 0.33 -0.15 0.75
C 1.8584 0.1316 0.5491 0.33 0.03 -0.09
C 3.1087 -0.3634 -0.1790 -0.01 0.13 -0.21
C 2.9552 -1.7010 -0.8960 0.06 0.08 0.06
C 1.0591 0.8354 -3.0990 0.44 -0.15 -0.80
C 2.5763 0.9999 -3.3059 0.29 -0.12 0.42
C 3.2623 2.2538 -2.7359 0.17 0.03 -0.26
C 3.6873 3.2437 -3.8196 -0.11 0.08 0.14
H 1.9215 4.9754 -1.8751 0.03 0.01 -0.01
H 1.8475 5.7160 -3.4734 0.05 0.02 0.02
H 0.7891 6.2887 -2.1910 -0.02 0.00 0.03
H 0.6329 3.5796 -3.6130 0.01 -0.02 0.01
H -0.4916 4.9043 -3.7643 -0.03 -0.04 0.00
H -1.5920 3.4612 -2.2784 -0.03 0.00 0.08
H -0.9457 4.7240 -1.2646 0.01 -0.04 0.09
H -0.5566 2.7642 -0.0725 0.03 -0.21 0.00
H 1.0096 3.1907 -0.6681 0.06 -0.11 -0.09
H -1.5080 -0.3472 -2.4740 0.11 -0.03 0.10
H -1.7303 1.2823 -3.0116 0.13 0.02 -0.01
H -3.6364 0.8001 -1.7779 0.06 0.02 -0.10
H -2.7326 1.9221 -0.7954 -0.04 0.02 -0.07
H -3.8502 0.1123 0.4771 0.00 0.05 0.01
H -2.1578 0.2046 0.8064 -0.01 -0.01 0.00
H -3.6085 -1.8747 -0.9033 0.03 -0.03 -0.04
H -2.7252 -2.1245 0.5983 -0.09 -0.06 -0.02
H -1.8451 -1.7737 -0.8749 0.00 -0.02 -0.01
H 0.3016 -0.9694 -0.4989 -0.02 0.05 -0.19
H -0.2291 0.3140 0.5410 -0.19 0.01 -0.21
H 1.7369 -0.4680 1.4542 -0.17 0.02 -0.01
H 2.0286 1.1576 0.8870 -0.01 -0.02 0.05
H 3.9206 -0.4429 0.5458 -0.04 0.03 0.06
H 3.4350 0.4043 -0.8825 -0.03 -0.05 -0.03
H 2.8458 -2.5194 -0.1831 -0.06 -0.03 -0.03
H 3.8364 -1.9042 -1.5042 0.02 -0.07 0.04
H 2.0945 -1.7208 -1.5684 0.00 -0.01 -0.01
H 0.5445 1.3991 -3.8830 -0.18 0.13 0.21
H 0.8306 -0.2106 -3.3378 -0.17 0.02 0.12
H 2.7550 0.9572 -4.3817 -0.13 0.05 -0.04
H 3.0761 0.1102 -2.9235 -0.10 0.00 0.09
H 4.1678 1.9525 -2.2062 -0.06 -0.01 0.09
H 2.6336 2.7519 -1.9957 -0.04 0.00 -0.03
H 4.4854 2.8229 -4.4311 -0.04 -0.05 -0.04
H 4.0663 4.1619 -3.3716 0.01 0.03 -0.05
H 2.8567 3.5047 -4.4782 0.00 0.02 -0.01
```
Forces are in eV/Å.